C30H45Br3F6O9P2 | ωB97M-V with the def2-TZVPD basis set

HOMO = -8.723 eV
orbital gap = 7.702 eV
maximum force = 1.999 eV Å⁻¹
structure (SMILES) = CCOP(=O)(CCc1c(F)c(C(F)(F)C(F)F)c(P(O)Br)c2c1C(=O)C(F)=C([C@@H](Br)[C@H](C)Br)C2=O)OCC.CC(C)O.CC(C)O.CC(C)O
energy = -10851.2943 hartree

Each atom is followed by the atoms it is bonded to, with distances in Å.
Geometry (Å):
1 C 3.5751 2.6650 1.0819  C2 1.544, H39 1.096, H40 1.096, H41 1.106
2 C 2.8815 1.3162 1.3712  C1 1.544, O3 1.449, H42 1.104, H43 1.098
3 O 1.6765 1.1403 0.5862  C2 1.449, P4 1.639
4 P 0.7780 -0.0697 1.2293  O3 1.639, O5 1.469, C6 1.824, O36 1.633
5 O -0.1978 -0.6340 0.2865  P4 1.469
6 C 0.0876 0.5918 2.7822  P4 1.824, C7 1.546, H44 1.105, H45 1.099
7 C -1.4541 0.5317 2.8868  C6 1.546, C8 1.522, H46 1.094, H47 1.104
8 C -2.2259 0.9860 1.6564  C7 1.522, C9 1.394, C23 1.380
9 C -3.1757 0.1332 1.0955  C8 1.394, F10 1.339, C11 1.375
10 F -3.3167 -1.0335 1.7368  C9 1.339
11 C -3.9212 0.4209 -0.0230  C9 1.375, C12 1.528, C18 1.429
12 C -4.9351 -0.6514 -0.4196  C11 1.528, F13 1.366, F14 1.349, C15 1.602
13 F -5.5482 -1.2173 0.6618  C12 1.366
14 F -5.9518 -0.2175 -1.1932  C12 1.349
15 C -4.1633 -1.8449 -1.1580  C12 1.602, F16 1.363, F17 1.342, H48 1.097
16 F -5.0175 -2.3546 -2.0902  C15 1.363
17 F -3.8557 -2.8000 -0.2674  C15 1.342
18 C -3.6989 1.6536 -0.7099  C11 1.429, P19 1.870, C22 1.396
19 P -4.6689 2.0469 -2.2593  C18 1.870, O20 1.638, Br21 2.278
20 O -4.0615 3.3437 -3.0539  P19 1.638, H49 0.970
21 Br -4.1188 0.3126 -3.6305  P19 2.278
22 C -2.7506 2.5134 -0.1534  C18 1.396, C23 1.417, C34 1.540
23 C -2.0357 2.2006 1.0294  C8 1.380, C22 1.417, C24 1.530
24 C -1.0413 3.2438 1.5425  C23 1.530, O25 1.205, C26 1.526
25 O -0.8979 3.5419 2.7017  C24 1.205
26 C -0.2857 3.9055 0.3937  C24 1.526, F27 1.331, C28 1.322
27 F 0.9974 4.1325 0.6673  C26 1.331
28 C -0.8754 4.2046 -0.7512  C26 1.322, C29 1.526, C34 1.554
29 C -0.1013 4.8116 -1.9175  C28 1.526, Br30 1.994, C31 1.548, H50 1.100
30 Br 1.6625 3.9276 -2.2034  C29 1.994
31 C -0.7693 4.7531 -3.3131  C29 1.548, C32 1.547, Br33 1.966, H51 1.096
32 C -1.9642 5.7137 -3.5180  C31 1.547, H52 1.092, H53 1.104, H54 1.097
33 Br -1.1019 2.8684 -3.7626  C31 1.966
34 C -2.3996 3.9055 -0.7107  C22 1.540, C28 1.554, O35 1.205
35 O -3.2198 4.7545 -0.9507  C34 1.205
36 O 1.8501 -1.2401 1.6144  P4 1.633, C37 1.440
37 C 2.1051 -2.1528 0.5297  O36 1.440, C38 1.537, H55 1.096, H56 1.102
38 C 2.7210 -1.5165 -0.7264  C37 1.537, H57 1.104, H58 1.100, H59 1.099
39 H 3.6212 2.8888 0.0097  C1 1.096
40 H 3.1486 3.4699 1.6910  C1 1.096
41 H 4.6194 2.5374 1.4221  C1 1.106
42 H 2.6978 1.2865 2.4596  C2 1.104
43 H 3.6248 0.5352 1.1661  C2 1.098
44 H 0.4904 -0.0218 3.6079  C6 1.105
45 H 0.5160 1.5884 2.9583  C6 1.099
46 H -1.7350 -0.4731 3.2172  C7 1.094
47 H -1.7496 1.2020 3.7125  C7 1.104
48 H -3.2758 -1.4242 -1.6461  C15 1.097
49 H -3.8833 3.0809 -3.9709  O20 0.970
50 H 0.1697 5.8621 -1.7355  C29 1.100
51 H 0.0097 5.0720 -4.0148  C31 1.096
52 H -2.8204 5.1941 -3.9519  C32 1.092
53 H -1.6694 6.4762 -4.2595  C32 1.104
54 H -2.2312 6.2831 -2.6190  C32 1.097
55 H 1.2398 -2.7742 0.2719  C37 1.096
56 H 2.8526 -2.8671 0.9120  C37 1.102
57 H 3.6469 -0.9891 -0.4366  C38 1.104
58 H 3.0284 -2.2594 -1.4767  C38 1.100
59 H 2.0563 -0.7953 -1.2223  C38 1.099
60 C 8.9145 3.7929 1.0081  C61 1.521, H64 1.094, H65 1.091, H66 1.091
61 C 7.4882 4.1742 1.3730  C60 1.521, C62 1.521, O63 1.429, H67 1.091
62 C 7.4496 5.0345 2.6266  C61 1.521, H68 1.094, H69 1.091, H70 1.091
63 O 6.7130 2.9920 1.5786  C61 1.429, H71 0.964
64 H 9.3763 3.2104 1.8105  C60 1.094
65 H 8.9267 3.1693 0.1131  C60 1.091
66 H 9.5260 4.6780 0.8250  C60 1.091
67 H 7.0294 4.7142 0.5433  C61 1.091
68 H 7.8643 4.4918 3.4809  C62 1.094
69 H 6.4207 5.2932 2.8814  C62 1.091
70 H 8.0178 5.9563 2.4915  C62 1.091
71 H 7.1068 2.5030 2.3099  O63 0.964
72 C -4.9958 -6.7697 -4.5431  C73 1.521, H76 1.094, H77 1.091, H78 1.092
73 C -3.6229 -6.2582 -4.1333  C72 1.521, C74 1.522, O75 1.426, H79 1.091
74 C -3.3680 -6.4883 -2.6509  C73 1.522, H80 1.094, H81 1.091, H82 1.092
75 O -3.5226 -4.8665 -4.4256  C73 1.426, H83 0.964
76 H -5.7831 -6.2426 -3.9968  C72 1.094
77 H -5.1691 -6.5906 -5.6052  C72 1.091
78 H -5.0942 -7.8394 -4.3489  C72 1.092
79 H -2.8535 -6.7624 -4.7206  C73 1.091
80 H -4.1034 -5.9519 -2.0445  C74 1.094
81 H -2.3844 -6.1094 -2.3689  C74 1.091
82 H -3.4182 -7.5498 -2.4004  C74 1.092
83 H -4.1977 -4.4073 -3.9123  O75 0.964
84 C -1.0768 -5.5681 2.3003  C85 1.521, H88 1.094, H89 1.091, H90 1.092
85 C 0.3195 -5.1264 2.7127  C84 1.521, C86 1.521, O87 1.427, H91 1.092
86 C 0.5546 -5.3534 4.1984  C85 1.521, H92 1.094, H93 1.091, H94 1.091
87 O 0.4951 -3.7447 2.4047  C85 1.427, H95 0.963
88 H -1.8379 -4.9935 2.8358  C84 1.094
89 H -1.2348 -5.3917 1.2353  C84 1.091
90 H -1.2334 -6.6287 2.5054  C84 1.092
91 H 1.0641 -5.6775 2.1353  C85 1.092
92 H -0.1545 -4.7720 4.7949  C86 1.094
93 H 1.5556 -5.0244 4.4820  C86 1.091
94 H 0.4466 -6.4075 4.4602  C86 1.091
95 H -0.1566 -3.2446 2.9075  O87 0.963